Record 1
C55H48N6OP2RhSSe2Si as an isolated structure in a non-equilibrium geometry, computed with wB97M-V/def2-TZVPD.

For the energy above the lowest of the compared OMol25 structures with the same formula, charge and spin, the calculation gives 34.4 kcal per mole. As for the frontier orbital gap (spin up / spin down): 4.0634 / 4.0646 eV. Its total charge is +1. As for the highest occupied orbital energy (spin up / spin down): -0.3521 / -0.3521 Eh.

Cartesian coordinates (Å):
Rh  -0.751  -0.385  -1.273
Se  6.174  -0.137  -2.322
Se  -0.702  -0.919  1.317
S  0.412  -3.829  -4.102
P  5.173  -0.355  -0.468
P  1.426  -0.639  1.456
Si  -4.155  0.751  -1.275
O  -2.817  -0.035  -1.366
N  3.207  -0.607  -2.128
N  -0.838  -2.236  -2.508
N  1.938  -0.702  -2.345
N  -1.696  6.512  -2.762
N  1.289  -0.689  -1.213
N  -0.334  1.677  -0.883
C  -4.487  1.352  0.499
C  6.731  2.468  1.995
C  7.011  -3.809  0.679
C  -1.437  5.468  -2.357
C  -5.227  3.030  -2.748
C  5.859  3.531  1.827
C  -5.106  4.070  -3.654
C  -5.635  -0.540  -1.693
C  -1.548  -5.062  -0.269
C  3.068  1.043  3.017
C  2.328  -3.413  4.285
C  -6.959  0.165  -1.515
C  -3.987  4.153  -4.465
C  -0.184  -2.279  -3.627
C  -1.329  2.391  -0.312
C  2.254  -3.273  1.518
C  2.360  3.194  3.812
C  -5.469  -1.688  -0.723
C  -4.008  0.577  1.551
C  -1.093  4.194  -1.877
C  3.423  -0.532  -0.804
C  5.616  -3.113  2.505
C  -5.407  -0.990  -3.119
C  4.501  2.209  0.358
C  -5.143  2.541  0.792
C  -4.862  2.150  3.143
C  1.137  3.029  3.184
C  -0.064  3.448  -2.482
C  6.494  1.268  1.350
C  5.371  1.139  0.541
C  -0.282  -5.803  -2.193
C  -3.002  3.183  -4.387
C  -5.339  2.934  2.106
C  2.553  -4.551  3.524
C  2.043  -2.129  2.285
C  -1.578  -3.766  -0.732
C  -4.184  0.973  2.864
C  0.274  2.227  -1.962
C  -3.120  2.155  -3.470
C  2.072  -2.200  3.673
C  6.614  -2.705  -0.055
C  -0.904  -6.069  -0.990
C  5.717  -1.802  0.499
C  4.749  3.403  1.008
C  2.165  -0.585  -0.185
C  3.322  2.202  3.726
C  2.526  -4.477  2.140
C  -0.924  -3.473  -1.926
C  5.216  -2.009  1.779
C  -0.289  -4.497  -2.656
C  -1.732  3.619  -0.765
C  6.514  -4.011  1.956
C  1.835  0.870  2.397
C  -4.219  2.084  -2.622
C  0.869  1.867  2.486
H  1.878  -1.317  4.268
H  4.077  4.236  0.875
H  -7.766  -0.550  -1.684
H  -7.070  0.560  -0.506
H  -3.485  -0.347  1.327
H  0.391  3.806  3.238
H  3.836  0.286  2.961
H  0.188  -6.587  -2.764
H  -2.527  4.144  -0.263
H  4.515  -1.308  2.205
H  -0.896  -7.075  -0.599
H  7.165  0.429  1.471
H  -5.862  3.856  2.317
H  -2.348  1.398  -3.393
H  5.227  -3.265  3.500
H  2.719  -5.500  4.009
H  -5.024  2.451  4.167
H  -0.002  -1.414  -4.240
H  -0.094  1.721  2.016
H  4.278  2.327  4.208
H  -3.795  0.358  3.663
H  -2.038  -5.308  0.659
H  7.599  2.576  2.625
H  -4.479  -2.129  -0.804
H  7.713  -4.511  0.261
H  -2.138  3.231  -5.034
H  -5.532  -0.172  -3.824
H  7.004  -2.535  -1.050
H  2.560  4.090  4.379
H  0.462  3.835  -3.341
H  -5.634  -1.374  0.305
H  3.633  2.106  -0.280
H  2.326  -3.479  5.362
H  -6.204  -2.454  -0.969
H  -1.818  1.929  0.534
H  -2.091  -2.972  -0.205
H  1.086  1.663  -2.408
H  -6.136  -1.764  -3.360
H  2.690  -5.362  1.545
H  6.045  4.463  2.337
H  -7.080  0.972  -2.234
H  -6.118  2.967  -2.141
H  -5.881  4.819  -3.721
H  6.825  -4.870  2.528
H  -4.412  -1.411  -3.242
H  -3.886  4.967  -5.165
H  -5.512  3.166  -0.007
H  2.189  -3.222  0.439

Record 2
A 2-piece molecular cluster, C3H8INO overall in a non-equilibrium geometry, computed with wB97M-V/def2-TZVPD.

For the energy above the lowest of the compared OMol25 structures with the same formula, charge and spin, the calculation gives 46.6 kcal per mole. As for the frontier orbital gap: 6.6825 eV. Its total charge is 0. As for the highest occupied orbital energy: -0.2782 Eh.

Cartesian coordinates (Å):
I  2.531  -1.314  -2.335
O  0.446  -0.366  1.974
N  0.204  0.365  -0.407
C  -1.402  -1.374  0.643
C  0.779  1.708  -0.148
C  -0.205  -0.397  0.830
H  -1.528  -2.081  1.355
H  0.685  2.204  -1.160
H  -1.328  -1.918  -0.255
H  1.822  1.518  0.299
H  0.949  -0.320  -0.798
H  -0.653  0.450  -1.049
H  -2.447  -0.655  0.637
H  0.148  2.180  0.413

Record 3
C11H33N2O6V as an isolated structure in a non-equilibrium geometry, computed with wB97M-V/def2-TZVPD.

The spin multiplicity is 4. As for the frontier orbital gap (spin up / spin down): 4.6698 / 4.8167 eV. The expectation value of S² is 3.7675. Its total charge is +1. As for the highest occupied orbital energy (spin up / spin down): -0.3824 / -0.3824 Eh.

Cartesian coordinates (Å):
V  -2.624  0.189  -0.195
O  -0.665  -1.248  2.634
O  2.414  3.857  3.490
O  1.245  -5.094  -2.037
O  -0.518  0.063  0.101
O  1.488  3.383  0.785
O  -1.722  4.711  0.710
N  2.318  -8.053  -0.272
N  -2.653  2.302  -0.699
C  1.052  3.967  3.153
C  -1.792  5.981  1.350
C  1.473  -3.700  -2.000
C  1.357  -7.190  -0.956
C  0.721  3.091  1.963
C  1.933  -5.769  -1.017
C  -1.652  3.351  -1.230
C  -2.037  4.713  -0.659
C  -1.793  3.363  -2.751
C  0.607  0.084  -0.743
C  0.052  -7.162  -0.157
H  1.859  -5.416  0.021
H  -1.341  2.472  -3.190
H  -0.591  -8.034  -0.056
H  0.239  -1.400  2.926
H  2.001  -9.010  -0.264
H  -2.861  3.286  -2.971
H  1.251  2.707  0.146
H  -2.577  2.787  0.219
H  2.543  -3.517  -1.906
H  2.906  3.494  2.748
H  0.938  -0.914  -1.027
H  2.718  -7.796  0.615
H  0.444  0.709  -1.636
H  -0.578  -0.800  1.778
H  -1.367  4.228  -3.251
H  -3.090  4.977  -0.854
H  -0.648  3.119  -0.885
H  2.993  -5.885  -1.278
H  1.051  -3.207  -2.881
H  0.389  -7.041  0.886
H  -3.534  2.706  -1.030
H  1.449  0.633  -0.298
H  0.407  3.665  3.977
H  -1.377  5.789  2.334
H  -0.365  3.068  1.837
H  -1.199  6.741  0.834
H  0.821  4.987  2.820
H  -0.527  -6.237  -0.253
H  1.200  -7.629  -1.941
H  0.809  -3.244  -1.259
H  1.079  2.069  2.157
H  -2.810  6.377  1.387
H  -1.437  5.474  -1.173

Record 4
An isolated molecule of C3H8N2S in a non-equilibrium geometry, computed with wB97M-V/def2-TZVPD.

For the energy above the lowest of the compared OMol25 structures with the same formula, charge and spin, the calculation gives 79.6 kcal per mole. As for the frontier orbital gap: 9.5801 eV. As for the SMILES: CSC/C=N/N. Its total charge is 0. As for the highest occupied orbital energy: -0.3127 Eh.

Cartesian coordinates (Å):
S  -0.463  1.299  0.767
N  1.077  -0.715  -2.948
N  0.448  -0.990  -1.875
C  -0.018  -0.351  0.451
C  0.853  -0.317  -0.833
C  -1.434  1.131  2.407
H  0.634  -0.845  1.189
H  -0.831  -1.064  0.376
H  -2.051  0.265  2.219
H  -0.744  1.075  3.369
H  1.689  0.580  -1.154
H  1.036  -1.431  -3.737
H  -2.221  1.874  2.652
H  2.026  -0.512  -2.881

Record 5
An isolated molecule of C5H5N in a non-equilibrium geometry, computed with wB97M-V/def2-TZVPD.

For the energy above the lowest of the compared OMol25 structures with the same formula, charge and spin, the calculation gives 17.1 kcal per mole. The spin multiplicity is 3. As for the frontier orbital gap (spin up / spin down): 7.8325 / 8.1539 eV. The expectation value of S² is 2.0540. Its total charge is 0. As for the highest occupied orbital energy (spin up / spin down): -0.2475 / -0.3514 Eh.

Cartesian coordinates (Å):
N  -0.630  1.065  -0.670
C  0.592  1.293  -0.262
C  1.120  0.080  0.610
C  -1.337  0.035  -0.415
C  -0.739  -1.332  -0.317
C  0.356  -1.298  0.460
H  2.166  -0.336  0.393
H  -2.332  0.301  -0.131
H  1.271  1.865  -0.751
H  0.965  0.449  1.611
H  -1.433  -2.122  -0.527

Record 6
A 2-piece molecular cluster, H2NO5PS overall in a non-equilibrium geometry, computed with wB97M-V/def2-TZVPD.

For the energy above the lowest of the compared OMol25 structures with the same formula, charge and spin, the calculation gives 83.6 kcal per mole. As for the frontier orbital gap (spin up / spin down): 7.6012 / 4.1458 eV. Its total charge is -2. As for the highest occupied orbital energy (spin up / spin down): -0.0395 / 0.0376 Eh.

Cartesian coordinates (Å):
S  -4.919  0.001  -0.154
P  -2.681  0.302  0.207
O  -5.174  0.048  -1.595
O  -5.305  -1.279  0.443
O  -5.419  1.167  0.575
O  -2.345  1.655  -0.316
O  -2.475  0.100  1.669
N  1.137  0.208  0.192
H  0.690  0.482  -0.687
H  0.344  0.102  0.828

Record 7
A 14-piece molecular cluster, C50H82ClF4N18O4P2SSi overall in a non-equilibrium geometry, computed with wB97M-V/def2-TZVPD.

As for the frontier orbital gap: 7.6206 eV. Its total charge is +1. As for the highest occupied orbital energy: -0.3947 Eh.

Cartesian coordinates (Å):
Cl  3.549  0.896  -3.323
S  2.443  2.204  2.435
P  1.531  3.935  -3.496
P  -1.694  3.186  0.092
Si  3.097  5.562  -1.260
F  -1.664  -0.683  -3.290
F  -0.987  -0.289  -5.329
F  0.095  -1.698  -4.073
F  6.685  0.451  -2.164
O  3.436  -0.053  -0.008
O  6.595  -0.589  -0.218
O  3.603  -2.762  3.762
O  3.335  2.882  -1.654
N  -4.413  -5.782  0.560
N  7.359  8.034  -1.062
N  -2.589  5.565  -3.944
N  -0.377  1.954  -0.329
N  -1.098  -4.593  4.902
N  -3.695  -9.919  3.676
N  1.235  3.501  -0.866
N  -7.572  -15.761  -1.034
N  -5.003  4.629  0.049
N  -7.240  0.128  1.264
N  11.674  -1.214  -4.571
N  -1.508  7.937  -1.947
N  -3.967  1.674  2.414
N  1.597  3.931  0.457
N  1.587  1.225  -1.455
N  -7.334  -10.120  0.669
N  4.316  -4.519  7.853
N  5.223  1.241  -0.644
C  -6.658  -0.849  1.107
C  0.015  -0.174  1.042
C  -1.468  -9.245  4.841
C  2.282  3.858  -1.782
C  -1.099  4.100  1.568
C  -5.920  -2.087  0.913
C  5.178  -5.109  7.380
C  -7.807  -7.737  1.594
C  -3.168  5.209  -4.869
C  -7.541  -9.070  1.081
C  -0.095  -1.682  0.806
C  -4.168  -6.841  0.193
C  4.412  5.308  0.052
C  6.196  0.260  -0.928
C  -6.276  1.872  3.588
C  2.402  -3.196  3.164
C  0.979  0.177  -2.285
C  0.780  2.181  -0.904
C  -5.345  3.572  -0.236
C  -7.248  -14.717  -0.689
C  4.015  6.275  -2.734
C  -0.381  10.165  -2.681
C  0.287  0.621  -3.566
C  -0.560  -0.517  -4.071
C  -2.347  4.693  2.242
C  -1.725  4.411  -1.260
C  7.837  7.046  -1.394
C  6.276  -5.847  6.776
C  -6.838  -13.390  -0.253
C  -1.725  -4.980  4.022
C  8.428  5.785  -1.816
C  2.988  1.557  -1.721
C  -1.005  8.916  -2.271
C  2.900  3.930  -4.705
C  3.878  0.811  -0.702
C  1.802  6.806  -0.740
C  3.516  -2.669  5.175
C  10.602  -1.277  -4.171
C  -2.524  -5.462  2.905
C  0.695  5.543  -3.654
C  -5.740  2.228  -0.625
C  -3.876  -8.191  -0.260
C  1.992  3.167  1.322
C  -0.893  0.643  0.117
C  -3.916  4.754  -6.032
C  -2.712  -9.626  4.190
C  -4.986  1.755  2.934
C  9.240  -1.347  -3.663
C  1.501  -2.027  2.807
C  0.243  -2.481  2.064
H  1.341  6.329  -4.037
H  0.240  -0.349  -1.706
H  -1.278  0.067  -0.718
H  3.829  3.620  -4.240
H  -0.560  3.429  2.229
H  0.211  5.863  -2.738
H  4.655  5.513  -3.179
H  1.876  -3.888  3.829
H  -6.818  2.179  -0.757
H  6.162  -5.855  5.694
H  5.145  6.109  0.022
H  -4.772  -8.806  -0.183
H  -5.055  -1.904  0.277
H  0.238  10.551  -1.873
H  4.443  -2.238  5.536
H  -1.405  5.399  -0.945
H  -0.328  0.003  2.060
H  -6.112  -12.981  -0.952
H  0.562  -1.988  -0.006
H  -3.548  -8.162  -1.297
H  -3.230  4.086  2.056
H  -0.713  -10.012  4.680
H  -6.957  2.441  2.961
H  7.222  -5.373  7.031
H  -8.393  -7.175  0.869
H  -7.696  -12.725  -0.208
H  -5.581  -2.469  1.874
H  2.666  -3.732  2.252
H  -0.605  -2.445  2.745
H  4.907  4.345  -0.062
H  9.305  5.976  -2.431
H  -2.210  4.746  3.316
H  0.380  -3.526  1.786
H  -6.861  -7.224  1.763
H  -1.629  -9.123  5.909
H  -1.149  10.898  -2.921
H  4.689  7.037  -2.351
H  8.584  -0.743  -4.286
H  0.976  0.928  -4.341
H  3.937  5.299  1.029
H  1.756  7.595  -1.487
H  2.649  3.288  -5.538
H  3.370  6.691  -3.499
H  6.280  -6.871  7.144
H  -2.435  -6.545  2.830
H  -2.764  4.466  -1.558
H  -2.565  5.673  1.835
H  -4.972  4.978  -5.900
H  1.045  0.159  1.011
H  8.725  5.207  -0.943
H  -3.791  3.680  -6.157
H  -3.568  -5.205  3.058
H  -1.115  -8.302  4.426
H  7.705  5.216  -2.397
H  9.206  -0.973  -2.642
H  8.893  -2.378  -3.674
H  2.111  -1.349  2.214
H  -6.155  2.375  4.546
H  -1.137  4.035  -2.091
H  -1.781  0.887  0.690
H  5.363  2.034  -1.266
H  -8.356  -7.790  2.532
H  -2.180  -5.008  1.979
H  -0.485  4.932  1.241
H  1.259  -1.496  3.725
H  -5.437  1.521  0.140
H  1.711  -0.597  -2.468
H  -6.387  -13.447  0.736
H  0.797  6.402  -0.649
H  -6.691  0.881  3.748
H  -3.555  5.261  -6.924
H  -1.137  -1.878  0.554
H  0.240  9.999  -3.559
H  3.371  -3.651  5.613
H  -5.251  1.973  -1.565
H  2.092  7.269  0.199
H  2.700  -2.013  5.480
H  -6.560  -2.828  0.439
H  -0.394  1.435  -3.333
H  -3.095  -8.632  0.355
H  3.061  4.935  -5.087
H  -0.089  5.380  -4.383

Record 8
A 10-piece molecular cluster, C14H20Cl24O6 overall in a non-equilibrium geometry, computed with wB97M-V/def2-TZVPD.

As for the frontier orbital gap: 10.9259 eV. As for the SMILES: COC(=O)OC.COC(=O)OC.ClC(Cl)Cl.ClC(Cl)Cl.ClC(Cl)Cl.ClC(Cl)Cl.ClC(Cl)Cl.ClC(Cl)Cl.ClC(Cl)Cl.ClC(Cl)Cl. Its total charge is 0. As for the highest occupied orbital energy: -0.4036 Eh.

Cartesian coordinates (Å):
Cl  -5.371  4.025  -6.887
Cl  3.656  -9.258  -5.828
Cl  -6.315  -3.100  -0.080
Cl  -4.004  -9.554  -1.198
Cl  5.514  -7.091  -5.280
Cl  3.620  4.311  2.927
Cl  -4.305  4.808  -4.356
Cl  6.315  -9.824  -4.629
Cl  6.696  -4.449  0.649
Cl  6.297  5.499  2.290
Cl  0.768  -2.686  6.989
Cl  -6.188  -9.279  -3.258
Cl  -7.042  -4.803  2.202
Cl  3.493  3.113  -4.208
Cl  4.308  6.835  4.077
Cl  4.818  2.605  -6.736
Cl  -3.470  -9.123  -4.110
Cl  -2.096  -3.076  6.527
Cl  -0.851  -0.437  6.098
Cl  8.615  -2.349  1.328
Cl  5.678  -2.177  2.059
Cl  -3.280  2.492  -5.826
Cl  -6.289  -1.997  2.491
Cl  5.909  1.540  -4.169
O  -1.610  8.489  4.605
O  -1.510  7.333  2.593
O  -1.058  -1.186  -0.297
O  1.036  -1.579  -1.277
O  -2.383  9.482  2.895
O  -0.330  -3.256  -0.412
C  0.523  -4.316  -0.570
C  -0.981  0.263  -0.323
C  6.901  -2.758  0.845
C  -1.172  7.531  5.493
C  -2.809  9.578  1.520
C  4.496  5.823  2.646
C  -0.024  -1.951  -0.738
C  -4.565  -9.872  -2.913
C  5.009  -8.718  -4.759
C  4.439  1.937  -5.114
C  -4.716  3.398  -5.352
C  -5.962  -3.439  1.579
C  -1.773  8.322  3.292
C  -0.658  -2.210  6.021
H  -1.975  7.232  6.166
H  6.618  -2.256  -0.080
H  -0.318  8.011  5.971
H  1.365  -4.039  0.065
H  -1.988  9.609  0.803
H  3.793  1.063  -5.197
H  4.592  -8.624  -3.756
H  0.079  -5.257  -0.245
H  -0.623  -2.473  4.964
H  -3.383  10.504  1.494
H  4.090  6.359  1.788
H  -3.427  8.754  1.164
H  -0.322  0.604  0.475
H  -4.889  -3.586  1.702
H  -1.993  0.621  -0.137
H  -0.707  0.620  -1.316
H  0.841  -4.401  -1.609
H  -4.643  -10.939  -3.123
H  -5.396  2.698  -4.866
H  -1.044  6.605  4.932

Record 9
An isolated molecule of C6H9N, computed with wB97M-V/def2-TZVPD.

For the energy above the lowest of the compared OMol25 structures with the same formula, charge and spin, the calculation gives 75.6 kcal per mole. As for the frontier orbital gap: 10.4895 eV. As for the SMILES: C#CC[C@]1(C)CN1. Its total charge is 0. As for the highest occupied orbital energy: -0.3484 Eh.

Cartesian coordinates (Å):
N  0.956  1.402  -0.821
C  1.313  0.522  0.296
C  -0.642  -0.998  2.247
C  -0.140  -0.844  -1.370
C  -1.227  0.703  0.345
C  -1.163  -0.218  1.490
C  0.045  0.330  -0.429
H  2.095  -0.227  0.182
H  -0.883  -1.543  -0.974
H  1.462  1.111  -1.654
H  -1.181  1.744  0.681
H  -2.131  0.571  -0.262
H  0.793  -1.396  -1.520
H  -0.093  -1.668  2.866
H  -0.493  -0.492  -2.348
H  1.290  1.002  1.273

| no. | molar mass (g mol⁻¹) |
| --- | --- |
| 1 | 1191.96 |
| 2 | 201.01 |
| 3 | 340.34 |
| 4 | 104.18 |
| 5 | 79.10 |
| 6 | 159.06 |
| 7 | 1232.87 |
| 8 | 1135.18 |
| 9 | 95.14 |